Here is C26H19BrN4O3Ti as an isolated structure from the Open Molecules 2025 dataset. Energies are from ωB97M-V/def2-TZVPD.

Last column: natural (NBO) charge in e.
Cartesian coordinates (Å):
Ti 0.103 -0.165 0.209  1.52
O 0.600 4.049 1.031  -0.67
C 1.664 3.904 1.866  0.41
C 2.299 5.030 2.380  -0.32
C 3.391 4.904 3.219  -0.17
C 3.867 3.645 3.551  -0.25
C 3.249 2.524 3.033  -0.12
C 2.148 2.622 2.182  -0.22
C 1.523 1.376 1.679  0.57
O 0.285 1.374 1.251  -0.70
N 2.237 0.274 1.740  -0.39
N 1.451 -0.788 1.334  -0.36
C 1.561 -1.994 1.839  0.10
C 0.415 -2.852 1.853  -0.22
C 0.537 -4.184 2.294  -0.15
C -0.559 -4.991 2.464  -0.25
C -1.839 -4.474 2.247  -0.17
C -1.997 -3.171 1.829  -0.28
C -0.894 -2.350 1.575  0.43
O -1.087 -1.119 1.107  -0.69
H 0.365 4.981 0.977  0.48
H 1.931 6.014 2.111  0.21
H 3.872 5.792 3.606  0.22
H 4.716 3.544 4.214  0.22
H 3.603 1.533 3.280  0.24
H 2.475 -2.277 2.352  0.21
H 1.530 -4.560 2.514  0.21
H -0.438 -6.015 2.792  0.22
H -2.710 -5.094 2.416  0.22
H -2.983 -2.753 1.668  0.23
Br -3.595 -6.382 -1.961  0.04
C -2.445 -4.887 -1.750  -0.11
C -1.074 -5.078 -1.738  -0.22
C -0.238 -3.984 -1.599  -0.27
C -0.755 -2.689 -1.473  0.24
C -2.147 -2.534 -1.468  -0.24
C -2.988 -3.622 -1.603  -0.22
N 0.048 -1.552 -1.353  -0.65
C 1.218 -1.504 -2.004  -0.01
C 1.955 -0.312 -1.943  0.20
C 3.192 -0.126 -2.603  -0.24
C 3.816 1.087 -2.539  -0.17
C 3.191 2.142 -1.847  -0.31
C 1.992 1.899 -1.221  0.08
N 1.372 0.709 -1.222  -0.60
H -0.666 -6.076 -1.820  0.23
H 0.831 -4.141 -1.536  0.22
H -2.557 -1.540 -1.348  0.22
H -4.062 -3.497 -1.577  0.23
H 1.539 -2.301 -2.667  0.19
H 3.621 -0.960 -3.142  0.22
H 4.774 1.241 -3.019  0.22
H 3.642 3.122 -1.798  0.22
H 1.483 2.694 -0.693  0.22

Computed properties:
**2S+1**: 3
**Electronic energy**: -4870.47243 Eh
**E_LUMO (alpha / beta)**: -0.1 / -0.5 eV
**Orbital gap (alpha / beta)**: 5.8 / 7.6 eV